Arrangement one

Here is a molecular structure, C6H8N2 from the OMol25 dataset. Energies are from ωB97M-V with the def2-TZVPD basis set.

As for the gap between HOMO and LUMO: 6.05 eV. The value obtained for the LUMO energy is -2.21 eV.

```
! RIJCOSX wB97M-V def2-TZVPD def2/J DEFGRID3
* xyz 0 1
C -0.66153 0.14655 -1.77010
C 1.13869 -0.01082 -1.06213
C 0.41565 0.50702 -0.00213
C -0.48671 -0.64377 -0.07931
C -1.00540 -0.78441 1.26422
C 0.74643 -0.43733 1.70606
H -0.78744 1.32027 -2.14232
H -1.04061 -0.50294 -2.59534
H 1.63919 1.00315 -1.38944
H 0.28454 1.63412 0.23508
H -0.38354 -1.71430 -0.61397
H -1.24379 0.07994 1.78534
H 1.30647 -1.22549 2.26838
H 0.27079 0.65877 2.30007
N 1.51252 0.14386 0.61539
N -1.70524 -0.17462 -0.51980
*
```



Arrangement two

Here is a single C6H8N2 molecule from the OMol25 dataset. Energies are from ωB97M-V with the def2-TZVPD basis set.

As for the gap between HOMO and LUMO: 8.19 eV. The value obtained for the LUMO energy is 0.63 eV.

```
! RIJCOSX wB97M-V def2-TZVPD def2/J DEFGRID3
* xyz 0 1
C -1.72434 -0.79029 0.12770
C 1.15725 1.23298 0.93227
C -0.76317 0.29291 -0.29317
N 0.89599 2.42437 0.47972
C 1.85470 -2.17759 -0.12540
N -1.07138 1.30685 -0.99919
C 0.67072 0.12191 0.11114
C 1.25673 -1.04456 0.05415
H 0.29160 2.57933 -0.34519
H 1.18903 3.23871 1.00611
H -2.06305 1.35971 -1.23365
H -2.41266 -1.02202 -0.68662
H -1.20752 -1.71068 0.38956
H -2.30696 -0.45160 0.97887
H 1.76366 -2.97989 0.59725
H 2.46939 -2.38013 -0.99355
*
```



Arrangement three

Here is 2 unconnected molecules or ions with the total composition C6H8N2 from the OMol25 dataset. Energies are from ωB97M-V with the def2-TZVPD basis set.

As for the gap between HOMO and LUMO: 8.94 eV. The value obtained for the LUMO energy is -0.02 eV. As for the SMILES: CC=C=C=N.C1=NC1.

```
! RIJCOSX wB97M-V def2-TZVPD def2/J DEFGRID3
* xyz 0 1
C -2.68904 -0.55438 -1.19269
C -1.31967 -0.19022 -0.72941
C -1.04250 0.85460 0.01996
C -0.95691 1.90041 0.72571
N -0.59006 2.83305 1.43395
H -3.38146 0.27544 -1.07470
H -2.66326 -0.86757 -2.23561
H -3.05392 -1.40242 -0.60606
H -0.53112 -0.87250 -1.03284
H -1.26764 3.51380 1.75899
C 2.12054 -0.75745 0.26125
N 2.63324 -1.76527 -0.27176
C 3.49122 -0.98953 0.68052
H 1.25943 -0.13812 0.35632
H 4.29758 -0.40220 0.26154
H 3.69358 -1.43763 1.64483
*
```



Arrangement four

Here is a single C6H8N2 molecule from the OMol25 dataset. Energies are from ωB97M-V with the def2-TZVPD basis set.

As for the gap between HOMO and LUMO: 8.33 eV. The value obtained for the LUMO energy is 0.76 eV. As for the SMILES: C/C=C/c1c[nH]cn1.

```
! RIJCOSX wB97M-V def2-TZVPD def2/J DEFGRID3
* xyz 0 1
C 1.07188 1.89130 2.65015
C 0.67769 1.52955 1.33075
C 0.54568 0.18065 0.99574
C -0.03947 -0.37319 -0.11746
C -0.65158 -1.67022 -0.26874
N -0.91296 -1.65057 -1.63628
C -0.56567 -0.46786 -2.20053
N -0.16247 0.40105 -1.35744
H 1.13300 1.06914 3.26472
H 2.04565 2.49471 2.57938
H 0.32332 2.47356 3.21598
H 0.27628 2.38032 0.67161
H 1.09061 -0.80535 1.61384
H -0.95325 -2.46461 0.36938
H -1.80678 -2.34543 -1.74832
H -0.81194 -0.59709 -3.35005
*
```



Bottom line: arrangement four, by a margin of 52.2 kJ/mol.



Arrangement one

Here is a single C6H8N2 molecule from the OMol25 dataset. Energies are from ωB97M-V with the def2-TZVPD basis set.

As for the gap between HOMO and LUMO: 9.82 eV. The value obtained for the LUMO energy is 0.87 eV. As for the SMILES: NCC#CC#CCN.

```
! RIJCOSX wB97M-V def2-TZVPD def2/J DEFGRID3
* xyz 0 1
N 4.39084 -0.97647 0.43424
C 3.68400 -0.51092 1.61616
C 2.30410 -0.16544 1.17737
C 1.20964 0.16199 0.81336
C -0.10833 0.58920 0.44253
C -1.17828 1.03131 0.10167
C -2.44695 1.48538 -0.42372
N -3.09305 2.41551 0.48786
H 3.89900 -1.75269 0.00556
H 4.56241 -0.22580 -0.23107
H 4.19297 0.41378 2.00967
H 3.65742 -1.29820 2.38205
H -3.12710 0.61271 -0.57270
H -2.30212 2.00234 -1.40412
H -4.02991 2.61674 0.16755
H -3.14780 2.06742 1.46043
*
```



Arrangement two

Here is 2 unconnected molecules or ions with the total composition C6H8N2 from the OMol25 dataset. Energies are from ωB97M-V with the def2-TZVPD basis set.

As for the gap between HOMO and LUMO: 8.85 eV. The value obtained for the LUMO energy is 0.20 eV.

```
! RIJCOSX wB97M-V def2-TZVPD def2/J DEFGRID3
* xyz 0 1
C -0.23338 -1.43211 1.03304
C -0.50179 -1.28753 -0.53031
C 0.63009 -0.43588 -0.90528
C 1.65769 0.20274 -0.24101
C 2.40379 1.00875 0.22264
C -1.44845 1.82974 0.03760
H -1.03768 -2.21366 1.70955
H -0.53649 -0.24246 1.37726
H 1.30631 -1.54477 1.08572
H -0.48498 -2.19678 -1.24921
H 0.93199 -0.77321 -1.92314
H 3.04448 2.09148 0.18959
H -0.52228 2.25312 -0.40595
H -2.41945 2.38556 0.46798
N -1.06033 -0.18904 -0.97963
N -1.72952 0.54404 0.11115
*
```



Bottom line: arrangement one, by a margin of 684.2 kJ/mol.



Arrangement one

Here is a single C6H8N2 molecule from the OMol25 dataset. Energies are from ωB97M-V with the def2-TZVPD basis set.

As for the gap between HOMO and LUMO: 8.10 eV. The value obtained for the LUMO energy is -0.09 eV. As for the SMILES: [H]/N=C1\C=CC(=C)N1C.

```
! RIJCOSX wB97M-V def2-TZVPD def2/J DEFGRID3
* xyz 0 1
H 1.64089 1.20604 2.46592
N 0.77770 0.64798 2.27908
C 0.75563 0.53766 0.99698
C 1.12172 1.56615 -0.05040
C 0.34745 1.27136 -1.19457
C -0.12958 0.02086 -1.01113
C -0.69339 -0.71487 -1.95990
N 0.11966 -0.44536 0.32267
C -0.83007 -1.33626 1.00770
H 1.64710 2.50404 0.05450
H 0.44059 1.83816 -2.17519
H -0.78450 -0.38607 -3.04780
H -1.13813 -1.63453 -1.73678
H -1.12626 -1.25453 2.23890
H -0.24439 -2.46987 1.29499
H -1.90440 -1.35079 0.51503
*
```



Arrangement two

Here is a single C6H8N2 molecule from the OMol25 dataset. Energies are from ωB97M-V with the def2-TZVPD basis set.

As for the gap between HOMO and LUMO: 9.57 eV. The value obtained for the LUMO energy is 0.87 eV. As for the SMILES: C1=C[C@H]2CN2N=CC1.

```
! RIJCOSX wB97M-V def2-TZVPD def2/J DEFGRID3
* xyz 0 1
C 1.29602 0.86583 -0.29043
C 0.11473 1.38704 -0.19839
C -1.01907 0.65186 0.52635
C -2.06905 0.04299 -0.33884
N -1.19470 -0.80087 0.49628
N -0.50273 -1.76825 -0.24042
C 0.78983 -1.57773 -0.09715
C 1.62627 -0.48518 0.30426
H 2.16109 1.61907 -0.51686
H -0.09806 2.45051 -0.58299
H -1.17558 1.02246 1.49606
H -3.15028 -0.15454 0.01852
H -2.11131 0.03095 -1.50359
H 1.17599 -2.47413 -0.72106
H 2.78032 -0.78440 0.26001
H 1.37653 -0.02562 1.38823
*
```



Arrangement three

Here is a single C6H8N2 molecule from the OMol25 dataset. Energies are from ωB97M-V with the def2-TZVPD basis set.

As for the gap between HOMO and LUMO: 10.33 eV. The value obtained for the LUMO energy is 0.62 eV. As for the SMILES: C1=NN=C2CCC[C@H]12.

```
! RIJCOSX wB97M-V def2-TZVPD def2/J DEFGRID3
* xyz 0 1
C 0.24577 1.48987 1.58430
N 1.23903 2.10965 0.99183
N 1.56272 1.48126 -0.21420
C 1.12036 0.28567 -0.11159
C 0.72576 -0.59260 -1.44289
C -0.64966 -1.20861 -0.91232
C -1.18939 -0.13098 0.02143
C 0.09488 0.16828 0.98706
H -0.34394 1.92457 2.52958
H 0.78012 -0.05255 -2.29610
H 1.55853 -1.27571 -1.67583
H -1.45260 -1.77810 -1.50462
H -0.36642 -2.07234 -0.03237
H -1.72499 0.73931 -0.52000
H -1.84700 -0.65501 0.75674
H 0.24684 -0.43271 1.83898
*
```



Bottom line: arrangement one, by a margin of 27.1 kJ/mol.